# 1
8
Properties=species:S:1:pos:R:3 method="wB97M-V/def2-TZVPD" homo_lumo_gap_ev=10.0 charge=0 e_above_lowest_ev=4.829 e_tot_ev=-14413.13196 multiplicity=1
C 1.16 0.29 -0.50
F 2.07 0.39 0.61
F -2.25 0.44 -0.33
Si -1.10 -0.37 0.50
H 1.32 1.15 -1.14
H 1.49 -0.48 -1.20
H -1.34 -1.72 0.14
H -1.36 0.30 1.92

# 2
27
Properties=species:S:1:pos:R:3 method="wB97M-V/def2-TZVPD" homo_lumo_gap_ev=7.0 charge=0 e_tot_ev=-85528.85411 multiplicity=1
Sn -8.80 11.84 9.08
N -8.99 10.41 6.80
S -7.99 9.38 6.11
O -7.85 9.71 4.73
O -7.99 8.04 6.57
F -6.59 9.95 6.68
S -10.41 9.51 6.60
O -10.65 8.63 7.68
O -10.80 9.20 5.28
F -11.36 10.74 6.94
N -10.92 13.35 8.62
S -12.44 12.81 9.08
O -13.26 12.42 8.00
O -13.05 13.47 10.18
F -11.93 11.48 9.82
S -11.24 14.85 8.24
O -11.48 15.77 9.29
O -11.92 14.93 6.99
F -9.71 15.16 7.76
C -5.28 12.93 9.96
O -6.29 12.30 10.34
N -4.91 14.12 10.47
N -4.49 12.44 8.97
H -4.24 14.72 10.03
H -5.56 14.46 11.17
H -4.63 11.49 8.67
H -3.60 12.87 8.80

# 3
9
Properties=species:S:1:pos:R:3 method="wB97M-V/def2-TZVPD" homo_lumo_gap_ev=8.5 charge=0 e_above_lowest_ev=0.662 e_tot_ev=-30497.92284 multiplicity=1
C 0.60 -0.15 0.55
P -1.09 0.34 0.97
P -0.55 2.44 1.16
F 0.51 2.16 2.48
I -2.76 3.23 2.36
H 1.16 0.17 1.37
H 1.03 0.48 -0.31
H 0.56 -1.21 0.17
H -1.61 0.46 -0.30

# 4
8
Properties=species:S:1:pos:R:3 method="wB97M-V/def2-TZVPD" homo_lumo_gap_ev="8.4 / 10.4" charge=+1 e_above_lowest_ev=5.773 e_tot_ev=-6786.85571 multiplicity=1
C -0.95 0.24 0.01
N -1.12 -1.00 0.00
N 1.88 0.55 0.09
F -1.80 1.19 0.06
H -0.18 -1.41 -0.04
H -2.03 -1.67 0.04
H 1.90 0.87 -0.85
H 2.29 1.23 0.68